ORCA calculation (the ωB97M-V functional and the def2-TZVPD basis) on C11H9NO9SbSe4Tc as an isolated structure at a distorted geometry.

Calculated values
HOMO (alpha / beta): -14.316 / -14.318 eV
molar mass: 834.79 g/mol
orbital gap (alpha / beta): 4.920 / 4.922 eV
DFT total energy: -301572.35351 eV
total charge: +2
relative energy (zero: lowest compared OMol25 entry of this formula, charge and spin): 0.7453 eV

Atoms and positions in Å:
Tc (-0.64, 1.42, -0.01)
O (-1.85, -1.48, 2.10)
C (-1.89, -0.46, 1.31)
O (-1.36, 0.66, 1.68)
C (-3.09, -0.30, 0.42)
O (-2.81, 0.88, -0.34)
C (-3.13, 0.87, -1.76)
C (-1.85, 1.14, -2.53)
O (-1.59, 0.77, -3.62)
O (-1.02, 1.95, -1.77)
H (-1.23, -1.35, 2.83)
H (-3.27, -1.17, -0.22)
H (-3.95, -0.12, 1.06)
H (-3.56, -0.08, -2.05)
H (-3.84, 1.67, -1.94)
O (1.33, 1.42, 0.17)
C (2.09, 0.40, 0.13)
C (1.75, -0.96, 0.02)
C (2.84, -1.86, 0.06)
C (2.60, -3.20, 0.00)
C (1.30, -3.70, -0.11)
C (0.23, -2.84, -0.18)
C (0.43, -1.46, -0.12)
O (-0.61, -0.65, -0.22)
N (3.74, -4.13, 0.05)
O (3.48, -5.31, 0.01)
O (4.84, -3.64, 0.17)
H (3.15, 0.64, 0.21)
H (3.86, -1.51, 0.15)
H (1.17, -4.78, -0.17)
H (-0.78, -3.23, -0.29)
Se (0.98, 6.79, -0.23)
Sb (1.31, 6.57, 2.45)
Se (0.55, 4.63, -0.86)
Se (-0.73, 3.68, 0.67)
Se (1.51, 8.78, 2.96)

ORCA calculation (the ωB97M-V functional and the def2-TZVPD basis) on C26H28NOsSi2 as an isolated structure.

Calculated values
HOMO: -11.080 eV
molar mass: 600.92 g/mol
orbital gap: 7.029 eV
DFT total energy: -47123.36946 eV
total charge: +1
relative energy (zero: lowest compared OMol25 entry of this formula, charge and spin): 0.6965 eV

Atoms and positions in Å:
Os (-0.62, 0.62, 0.15)
C (3.24, 0.73, 2.02)
C (3.87, 1.73, 1.29)
C (3.16, 2.39, 0.30)
C (1.84, 2.06, 0.04)
N (1.25, 1.08, 0.76)
C (1.93, 0.43, 1.73)
C (0.97, 2.68, -0.98)
C (1.36, 3.76, -1.77)
C (0.49, 4.27, -2.71)
C (-0.77, 3.71, -2.87)
C (-1.17, 2.64, -2.08)
C (-0.31, 2.12, -1.13)
H (3.75, 0.19, 2.81)
H (4.90, 1.99, 1.48)
H (3.64, 3.17, -0.28)
H (1.38, -0.33, 2.26)
H (2.34, 4.20, -1.66)
H (0.79, 5.11, -3.33)
H (-1.45, 4.12, -3.62)
H (-2.16, 2.21, -2.22)
C (-2.48, 2.87, 2.00)
Si (-2.48, 1.06, 1.57)
C (-2.41, -0.07, 3.05)
C (-3.89, 0.59, 0.43)
H (-3.39, 3.12, 2.54)
H (-2.44, 3.49, 1.10)
H (-1.64, 3.14, 2.64)
H (-3.29, 0.11, 3.68)
H (-1.54, 0.11, 3.67)
H (-2.43, -1.12, 2.76)
H (-4.81, 0.91, 0.91)
H (-3.95, -0.49, 0.28)
H (-3.85, 1.08, -0.55)
C (-1.65, -4.66, 2.23)
C (-2.49, -4.50, 1.13)
C (-2.17, -3.56, 0.16)
C (-1.02, -2.78, 0.26)
C (-0.19, -2.96, 1.37)
C (-0.50, -3.89, 2.35)
Si (-0.65, -1.46, -1.00)
C (1.03, -1.58, -1.79)
C (1.46, -0.62, -2.71)
C (2.73, -0.67, -3.26)
C (3.60, -1.69, -2.88)
C (3.20, -2.65, -1.98)
C (1.92, -2.60, -1.43)
H (-1.90, -5.39, 2.99)
H (-3.38, -5.10, 1.03)
H (-2.84, -3.43, -0.69)
H (0.73, -2.39, 1.46)
H (0.15, -4.03, 3.20)
H (-1.79, -1.38, -1.95)
H (0.79, 0.17, -3.02)
H (3.04, 0.07, -3.98)
H (4.60, -1.73, -3.31)
H (3.87, -3.45, -1.70)
H (1.61, -3.37, -0.73)

ORCA calculation (the ωB97M-V functional and the def2-TZVPD basis) on C27H31Cl2N2O6SSb2Sn as an isolated structure at a distorted geometry.

Calculated values
HOMO: -2.214 eV
molar mass: 944.76 g/mol
orbital gap: 3.430 eV
DFT total energy: -98552.83565 eV
total charge: -1
relative energy (zero: lowest compared OMol25 entry of this formula, charge and spin): 2.3768 eV

Atoms and positions in Å:
Sn (-1.02, 0.71, -0.59)
O (-1.87, -1.35, 1.58)
C (-3.23, -0.78, 1.72)
C (-3.94, -1.11, 0.42)
C (-4.90, -2.11, 0.27)
C (-5.55, -2.14, -0.98)
C (-5.15, -1.28, -2.03)
C (-4.02, -0.49, -1.84)
N (-3.45, -0.39, -0.63)
H (-1.41, -1.23, 2.45)
H (-3.24, 0.33, 1.89)
H (-3.81, -1.28, 2.49)
H (-5.12, -2.81, 1.10)
H (-6.43, -2.78, -1.10)
H (-5.71, -1.25, -2.94)
H (-3.56, 0.08, -2.65)
Cl (-0.07, -1.68, -5.18)
C (-0.58, -0.10, -5.13)
C (-0.92, 0.60, -6.24)
C (-1.21, 1.99, -6.12)
Cl (-1.18, 2.86, -7.54)
C (-1.56, 2.61, -4.84)
C (-2.34, 3.75, -4.70)
C (-2.83, 4.07, -3.44)
C (-2.59, 3.20, -2.34)
N (-1.74, 2.15, -2.44)
C (-1.28, 1.75, -3.68)
C (-0.72, 0.44, -3.77)
O (-0.52, -0.32, -2.76)
H (-0.87, 0.14, -7.22)
H (-2.64, 4.32, -5.55)
H (-3.55, 4.90, -3.34)
H (-3.16, 3.31, -1.39)
C (4.15, -0.94, -1.73)
Sb (2.80, -1.40, -0.15)
C (2.21, -3.17, -1.25)
C (4.46, -2.24, 1.13)
C (3.66, -2.61, 2.32)
C (3.00, -3.85, 2.32)
C (2.21, -4.26, 3.38)
C (1.81, -3.32, 4.37)
C (2.42, -2.08, 4.42)
C (3.33, -1.67, 3.36)
C (3.83, -0.39, 3.33)
Sb (1.21, 1.77, 3.08)
C (0.79, 2.20, 5.18)
C (2.32, 3.52, 2.57)
H (4.86, -1.76, -1.92)
H (4.71, -0.05, -1.39)
H (3.57, -0.64, -2.63)
H (3.07, -3.84, -1.32)
H (1.94, -2.80, -2.26)
H (1.36, -3.64, -0.82)
H (5.14, -1.37, 1.34)
H (4.97, -3.09, 0.67)
H (3.11, -4.50, 1.42)
H (1.93, -5.29, 3.46)
H (0.98, -3.60, 4.97)
H (2.31, -1.34, 5.22)
H (4.29, 0.09, 2.48)
H (3.76, 0.20, 4.24)
H (1.61, 2.26, 5.85)
H (0.13, 1.41, 5.48)
H (0.38, 3.16, 5.20)
H (1.77, 4.41, 2.82)
H (2.60, 3.49, 1.51)
H (3.28, 3.42, 3.15)
O (-1.02, 4.59, 1.02)
S (-0.74, 3.23, 1.30)
O (-0.54, 3.01, 2.84)
O (-1.93, 2.30, 1.00)
O (0.42, 2.67, 0.58)